Formula: C30H25Cl5N5O5RuS
Source: OMol25
Level of theory: wB97M-V/def2-TZVPD

XYZ file:
```
72
Properties=species:S:1:pos:R:3:forces:R:3
C -1.426 0.169 2.444 -0.05 0.00 -0.05
N -1.812 -4.057 -0.015 0.60 -0.23 0.29
H -0.938 -4.575 0.087 -0.11 -0.17 -0.12
N 0.223 1.581 2.143 -0.14 0.10 -0.16
H -2.121 1.913 0.947 0.03 0.06 -0.03
H 1.341 2.807 -3.240 -0.02 -0.04 -0.01
H -0.939 3.810 2.306 -0.02 0.03 -0.04
H -1.126 5.469 1.741 -0.03 0.00 0.02
H -2.280 -0.394 2.777 0.00 0.01 0.01
C 0.739 -2.241 -2.045 -0.08 0.19 -0.09
H 4.833 1.454 -1.177 0.00 0.00 0.00
N -0.683 -0.274 1.377 -0.15 0.34 0.18
H -1.188 -1.975 4.218 0.04 0.00 0.00
O 0.981 -2.121 2.043 0.14 -0.43 0.03
Cl -1.467 6.381 -1.059 -0.01 -0.02 0.00
C 0.695 -2.321 3.254 -0.07 0.07 -0.05
Cl 2.696 -1.777 -5.605 0.00 -0.01 -0.01
H 1.094 0.485 0.503 -0.01 -0.03 0.00
H -3.713 -3.834 0.789 0.01 -0.03 -0.05
C -0.874 1.310 2.933 0.10 -0.09 0.13
O -2.639 -4.834 3.339 -0.04 0.00 0.03
Cl 3.791 1.470 -3.822 -0.05 -0.03 -0.01
C -1.962 4.754 -0.774 0.07 0.01 0.00
H -0.712 -3.653 4.203 -0.02 -0.02 -0.02
C 2.177 -2.386 -4.037 -0.03 0.04 0.01
O 1.442 -2.173 4.244 -0.01 0.10 0.01
O 0.594 4.653 1.165 -0.12 -0.03 -0.27
H -1.529 -0.028 -1.212 -0.06 0.08 0.03
C -2.822 -4.436 0.984 -0.10 0.05 0.01
C 1.558 3.629 1.371 0.11 0.03 0.17
C -1.635 3.992 0.307 0.05 -0.06 -0.03
C 1.348 -3.480 -1.501 -0.04 0.04 0.12
C 2.776 -3.513 -3.541 0.04 -0.03 0.00
C 2.089 3.049 0.071 -0.05 0.04 -0.04
C -0.440 0.038 -3.081 0.00 0.05 -0.01
Ru -1.078 -2.130 0.565 0.00 0.06 0.22
C -0.791 4.470 1.452 0.06 0.10 0.12
C 3.866 1.935 -1.172 -0.02 0.01 0.00
H -3.385 -1.870 -0.824 -0.01 -0.03 0.03
H -0.965 0.917 -3.438 0.03 0.03 0.02
C 1.392 3.172 -1.126 -0.03 -0.03 0.04
C 3.134 2.073 -2.336 0.00 -0.03 -0.01
C -2.325 -4.091 2.387 0.11 0.00 -0.03
Cl 3.160 -5.485 -1.756 0.00 0.00 0.00
C -0.758 -2.759 3.579 0.00 0.02 0.02
N -0.238 -1.587 -1.315 0.24 -0.07 -0.39
C -2.224 2.695 0.206 -0.04 -0.06 -0.09
C 1.901 2.697 -2.323 -0.05 -0.02 -0.02
C 1.209 2.597 2.445 0.11 -0.10 0.06
C 0.292 0.585 1.215 0.10 -0.09 0.09
C 2.378 -4.028 -2.324 0.04 -0.03 -0.07
N -1.566 -3.005 2.400 0.01 0.09 -0.07
H 0.850 3.141 3.320 0.02 -0.03 0.01
H 2.405 4.169 1.811 0.02 -0.04 0.02
C 1.155 -1.728 -3.314 0.00 -0.03 -0.02
S -2.933 3.923 -1.915 -0.05 -0.01 -0.04
H -3.088 -5.496 0.953 0.06 -0.01 0.02
H 3.558 -4.008 -4.102 0.00 0.00 0.00
H 2.137 2.108 2.739 0.01 -0.02 0.01
Cl 4.375 2.346 1.412 -0.05 -0.01 -0.01
H 0.433 3.666 -1.121 -0.05 0.01 0.03
H -1.119 1.921 3.785 -0.02 -0.01 0.00
H -3.468 1.616 -1.215 0.01 0.03 -0.08
C -2.790 -1.475 0.019 -0.50 -0.02 -0.06
C -2.951 2.520 -0.927 0.07 -0.07 0.08
H -2.156 -4.190 -0.957 0.04 0.18 -0.05
C 3.342 2.442 0.005 0.06 0.03 0.06
C -0.765 -0.480 -1.826 0.05 0.03 0.06
H -3.385 -0.766 0.619 0.02 0.05 -0.03
O 1.011 -4.003 -0.429 -0.30 0.00 0.02
C 0.514 -0.578 -3.829 0.06 0.02 0.01
H 0.802 -0.202 -4.801 0.01 0.00 -0.02
```
Positions in Å, forces in eV/Å.

2S+1 = 2
<S²> = 0.76
net charge = -2
LUMO energy (spin up / spin down) = 3.4 / 3.4 eV
highest occupied orbital energy (spin up / spin down) = 0.315 / -0.988 eV
energy relative to the best compared isomer or geometry (same formula, charge and spin) = 20.0 kcal/mol


Formula: C30H25N3SSb2Se4Sn
Source: OMol25
Level of theory: wB97M-V/def2-TZVPD

XYZ file:
```
66
Properties=species:S:1:pos:R:3:forces:R:3
C -0.290 0.357 4.503 -0.24 -0.03 -0.03
C -0.183 -0.855 3.823 0.64 0.33 0.27
H -2.922 5.298 -2.881 0.00 0.00 0.00
C 0.085 -0.747 6.607 -0.03 0.04 -0.04
C -0.770 2.738 -3.405 -0.05 -0.19 -0.05
H -0.492 1.267 3.949 0.07 0.01 -0.02
H 4.411 -0.689 -0.100 -0.03 -0.01 0.03
Se -5.502 -2.357 -5.582 -0.24 -0.32 -0.11
H -1.329 3.850 -1.654 0.04 0.02 -0.01
C -3.506 5.170 -5.470 -0.03 -0.05 0.01
C -1.469 3.729 -2.721 -0.07 0.03 0.03
H 2.737 2.373 -1.105 -0.01 -0.01 -0.01
C 0.083 -2.007 4.561 -0.21 -0.15 -0.09
H 3.061 -1.743 -0.548 -0.02 0.00 -0.05
C -0.175 0.410 5.887 -0.03 -0.03 0.01
H 5.916 -1.312 3.474 0.00 0.00 -0.01
C 4.908 -1.229 3.089 -0.01 0.03 0.00
C -3.628 -3.097 0.021 0.02 -0.02 -0.09
H -4.642 -1.712 1.310 -0.01 -0.02 0.03
C -3.689 -2.130 1.017 0.03 -0.05 0.10
C 2.326 -1.012 2.106 0.14 -0.32 0.12
C 3.381 1.522 -1.309 0.04 -0.01 -0.04
H -2.553 -0.918 2.392 -0.11 0.07 -0.07
C -0.988 2.534 -4.768 0.00 -0.01 0.03
H -4.534 -3.427 -0.469 -0.02 0.00 0.02
H 4.728 0.854 3.580 0.00 0.00 0.00
N 0.711 -0.911 -0.785 -0.01 0.02 0.26
H 0.403 -2.867 6.495 -0.01 0.00 0.00
C -1.284 -2.173 1.196 0.09 0.06 -0.52
C 2.943 0.096 2.675 -0.03 0.09 -0.16
Se -5.199 1.772 -6.313 -0.26 0.31 0.15
C 2.986 -2.231 2.052 -0.03 -0.05 -0.08
H -0.469 1.735 -5.279 -0.03 -0.02 -0.02
C -1.900 3.318 -5.446 0.00 0.11 0.03
C -2.523 -1.672 1.614 0.08 -0.33 0.18
H -2.359 -4.358 -1.165 -0.01 0.02 -0.02
N 2.735 0.287 -0.893 0.09 0.02 -0.33
S -0.602 1.217 1.118 0.01 0.02 -0.12
H 0.176 -2.970 4.064 0.08 0.03 -0.03
C 4.241 -0.012 3.151 0.05 -0.04 -0.01
C -2.584 4.321 -4.762 0.08 0.02 0.00
Sb -4.282 -0.367 -5.378 0.21 -0.02 0.10
C -1.229 -3.131 0.183 0.19 -0.10 0.17
H -2.114 3.130 -6.490 0.09 0.06 0.07
C 3.623 -0.862 -0.833 -0.01 -0.04 0.10
H 4.796 -3.289 2.497 0.00 0.00 0.00
C 4.281 -2.339 2.542 0.01 0.01 0.01
Sb 0.271 -0.823 1.734 -0.34 0.23 0.76
H 2.423 1.046 2.737 -0.01 -0.01 0.01
C -2.404 -3.613 -0.383 0.00 -0.02 0.07
H 0.194 -0.707 7.683 -0.01 0.01 0.00
H -0.281 1.358 6.398 0.01 0.00 0.01
Se -2.935 -0.135 -3.350 -0.28 0.03 -0.18
Se -3.357 0.748 -7.446 0.27 -0.20 -0.34
C 0.081 1.841 -2.677 0.15 0.03 -0.02
H -0.264 -3.469 -0.172 -0.04 -0.02 -0.10
H 2.512 -3.102 1.613 -0.02 0.01 0.02
H 3.643 1.516 -2.373 0.00 -0.01 0.01
H 4.081 -1.032 -1.814 0.02 0.02 0.01
C 0.203 -1.958 5.941 -0.02 -0.06 0.03
C 1.421 0.082 -1.204 -0.08 -0.18 -0.18
N -4.226 5.866 -6.032 -0.01 0.01 0.00
C 0.795 1.084 -2.063 -0.15 0.11 0.27
H 4.296 1.638 -0.729 -0.01 0.00 0.01
C -2.370 4.527 -3.401 0.01 0.00 0.01
Sn -1.399 -0.428 -1.011 0.05 0.58 -0.21
```
Positions in Å, forces in eV/Å.

LUMO energy = -0.8 eV
highest occupied orbital energy = -7.380 eV
energy relative to the best compared isomer or geometry (same formula, charge and spin) = 47.6 kcal/mol


Formula: C30H25ORuS3Si
Source: OMol25
Level of theory: wB97M-V/def2-TZVPD

XYZ file:
```
61
Properties=species:S:1:pos:R:3:forces:R:3
H 1.616 -2.465 1.665 0.00 0.01 0.01
Ru 0.093 0.820 0.760 0.11 -0.04 0.11
C 2.831 -2.394 -1.493 0.00 -0.04 0.01
C -1.183 1.095 -2.847 0.00 -0.01 0.01
C -3.024 -1.967 -2.321 -0.02 0.00 0.00
H -2.241 4.334 3.337 0.00 0.00 0.00
Si 1.951 0.489 2.087 -0.14 0.08 -0.03
H 3.374 -0.628 -2.583 0.00 0.00 0.00
C -4.010 -2.917 -2.509 0.00 0.01 0.00
H -1.602 1.402 -1.899 0.00 0.01 0.00
H 3.023 1.495 2.168 0.02 -0.02 0.00
C 2.415 -0.878 5.944 0.00 -0.01 0.00
C -2.471 -4.672 -1.889 -0.02 0.00 -0.01
C -0.044 3.991 0.760 0.02 -0.02 0.00
C 2.661 -0.167 -0.611 -0.01 0.00 0.00
H -0.484 -4.022 -1.365 0.00 0.00 0.00
C 1.984 -2.056 0.731 -0.01 0.01 0.00
H 2.226 -3.980 -0.171 0.00 0.00 -0.01
C 2.614 -0.245 4.725 0.00 0.01 -0.02
H -3.225 -0.917 -2.492 0.01 0.00 0.00
C -0.011 -0.569 -4.172 0.00 0.02 -0.02
C 1.265 -1.623 6.156 -0.02 0.00 0.00
H -0.713 2.173 -6.021 0.00 0.00 0.00
H 0.464 -1.540 -4.245 0.01 -0.01 0.00
H -1.995 6.708 2.690 0.00 0.00 0.00
C -0.070 0.272 -5.271 0.01 -0.03 -0.01
S 0.848 2.732 -0.027 -0.06 0.03 -0.01
H -4.997 -2.611 -2.828 0.00 -0.01 0.00
C 2.980 -1.028 -1.658 0.00 0.03 0.01
S -0.460 -1.244 -1.587 -0.07 0.01 0.00
C 2.171 -0.664 0.608 0.02 -0.04 -0.02
C 1.668 -0.354 3.704 0.04 -0.02 0.05
S -0.978 1.964 2.227 0.01 0.04 -0.01
C 0.512 -1.104 3.939 -0.02 0.01 -0.04
C -0.581 -0.145 -2.979 0.00 0.00 0.04
H 2.856 0.894 -0.723 0.00 0.00 0.00
H -1.692 2.902 -3.875 0.00 0.00 0.00
H -2.262 -5.720 -1.727 0.00 0.00 0.00
C -0.601 6.296 1.096 -0.02 -0.02 0.02
H 1.109 -2.114 7.108 0.00 0.00 0.00
H -0.592 -2.309 5.326 0.00 0.00 0.00
H -4.508 -5.002 -2.452 0.00 0.00 0.00
H 3.155 -0.786 6.728 0.00 0.00 0.00
C 0.309 -1.736 5.154 0.03 0.00 0.02
C -1.453 5.939 2.157 0.02 -0.01 -0.02
C -3.732 -4.264 -2.296 0.01 0.00 0.01
H -0.494 7.338 0.826 0.00 0.00 0.00
H -0.249 -1.189 3.167 0.00 -0.01 0.00
C -0.676 1.518 -5.161 -0.01 0.01 0.01
H 0.771 5.615 -0.402 0.00 0.00 0.00
H 3.513 0.343 4.571 0.00 0.00 0.01
H 0.362 -0.042 -6.211 0.00 0.00 0.00
C 2.327 -2.910 -0.299 0.01 0.02 -0.02
O -1.016 -0.406 -0.402 0.02 -0.05 -0.07
C -1.595 4.623 2.519 -0.02 0.02 0.01
C -0.894 3.639 1.802 0.01 -0.04 0.01
C 0.104 5.341 0.406 0.03 0.04 -0.03
H 3.117 -3.068 -2.291 0.00 0.00 0.00
C -1.765 -2.389 -1.909 0.02 0.02 0.00
C -1.474 -3.727 -1.689 0.02 -0.01 0.01
C -1.227 1.929 -3.956 0.00 0.00 -0.01
```
Positions in Å, forces in eV/Å.

net charge = +1
LUMO energy (spin up / spin down) = -4.0 / -4.0 eV
highest occupied orbital energy (spin up / spin down) = -10.460 / -10.460 eV
energy relative to the best compared isomer or geometry (same formula, charge and spin) = 0.0 kcal/mol


Formula: C30H26Br2Cl5LuO
Source: OMol25
Level of theory: wB97M-V/def2-TZVPD

XYZ file:
```
65
Properties=species:S:1:pos:R:3:forces:R:3
C -1.772 -1.614 -4.522 0.05 -0.05 -0.04
C -0.038 6.142 0.728 0.00 0.01 0.02
H -3.491 6.115 5.660 0.03 -0.03 -0.05
H -2.441 6.390 4.265 -0.04 -0.05 0.02
C -2.323 -0.637 -3.701 -0.16 0.07 -0.06
C -2.162 4.449 5.236 0.02 0.01 -0.04
C -0.709 4.495 3.159 -0.01 0.05 0.02
H 2.081 5.095 -0.505 -0.01 -0.01 0.01
C 3.018 -2.129 0.677 -0.14 0.02 0.04
C -0.568 -2.226 -4.160 0.02 -0.01 0.02
H -0.848 5.800 0.078 0.05 0.01 0.03
C -1.551 3.776 4.006 0.04 0.04 -0.02
H 2.551 4.627 2.478 -0.03 0.04 -0.02
C 3.801 -3.181 1.025 0.19 -0.07 -0.01
H -1.462 5.423 7.046 0.02 -0.02 -0.05
C 5.660 -2.072 -0.017 0.00 0.04 -0.01
H -0.393 4.132 6.467 -0.04 0.04 -0.01
H 4.922 1.993 -2.015 -0.03 -0.05 0.03
H 2.119 3.493 0.247 -0.03 0.05 0.00
H 5.809 -3.974 0.935 -0.01 0.01 -0.01
C -0.447 -0.877 -2.126 -0.08 -0.20 -0.46
H -0.518 5.532 3.410 0.00 -0.02 -0.01
H 0.736 3.972 -0.743 0.03 0.03 0.02
H -2.462 2.626 6.399 -0.04 0.06 -0.02
C 0.065 -1.850 -2.975 0.02 -0.06 -0.07
C -3.036 3.484 6.035 -0.03 -0.05 0.02
H 2.538 1.952 -1.439 0.03 0.01 -0.02
Cl -2.570 -2.058 -5.978 0.00 0.00 0.00
C -0.333 2.651 1.682 -0.06 -0.15 -0.16
C 1.940 5.461 2.122 -0.01 0.02 0.02
H 3.393 -4.025 1.565 0.03 0.03 -0.02
C -1.791 2.449 3.673 -0.01 0.05 0.05
H 0.588 6.835 0.159 -0.03 -0.03 0.03
C 5.167 -3.145 0.664 -0.05 -0.04 0.03
H -2.430 1.809 4.268 0.05 0.05 -0.04
C 4.525 1.149 -1.461 -0.09 0.04 -0.06
C 3.448 -0.982 -0.033 0.10 -0.08 0.01
Br -1.510 0.105 2.082 -0.25 0.03 0.41
Cl -3.802 0.149 -4.105 0.03 -0.05 -0.04
Lu 0.262 0.174 -0.140 0.87 -1.04 -0.21
C 5.343 0.122 -1.099 0.04 -0.03 0.03
H 6.397 0.131 -1.354 -0.03 -0.01 0.01
C -3.031 5.635 4.791 0.00 0.02 -0.01
C 0.809 4.953 1.211 -0.04 -0.05 0.02
H -3.447 4.002 6.904 0.01 -0.03 -0.03
C 3.150 1.110 -1.121 0.11 0.11 0.02
H 6.705 -2.038 -0.301 -0.02 0.01 0.01
H 2.586 6.143 1.562 -0.03 -0.03 0.03
H -3.877 3.113 5.441 0.05 0.02 0.04
H -0.483 6.697 1.558 0.03 -0.03 -0.04
C -1.634 -0.316 -2.546 0.05 0.07 0.16
C -0.090 3.994 2.015 0.08 0.22 0.02
C 4.826 -0.984 -0.377 0.08 0.01 -0.05
H -0.415 5.700 5.650 -0.03 -0.05 0.03
C 1.471 4.327 -0.021 0.03 0.03 -0.02
Cl 1.562 -2.638 -2.560 -0.06 0.09 0.08
Cl 0.117 -3.428 -5.184 -0.05 0.01 -0.02
C 2.577 0.085 -0.405 -0.20 -0.14 0.05
H -3.827 5.302 4.120 0.04 0.02 0.04
Br 1.181 -2.243 1.240 -0.07 0.15 -0.07
Cl -2.273 0.930 -1.468 -0.14 0.16 -0.03
C -1.039 4.956 6.152 0.02 0.01 0.01
H 1.561 6.000 2.994 0.01 -0.03 -0.04
C -1.182 1.952 2.543 -0.08 -0.22 -0.03
O 0.173 2.016 0.632 -0.23 0.99 0.46
```
Positions in Å, forces in eV/Å.

LUMO energy = 0.0 eV
highest occupied orbital energy = -8.209 eV
energy relative to the best compared isomer or geometry (same formula, charge and spin) = 0.0 kcal/mol